Entry 1:
{
  "formula": "H11O6",
  "method": "ωB97M-V with the def2-TZVPD basis set",
  "energy_ha": -458.0825,
  "total_charge": -1,
  "multiplicity": 1,
  "lumo_energy_ha": 0.1361,
  "symbols": ["O", "H", "O", "H", "H", "O", "H", "H", "O", "H", "H", "O", "H", "H", "O", "H", "H"],
  "coordinates": [[-0.7823, -2.8694, 1.0211], [-0.8113, -1.9148, 1.1365], [1.2872, -3.2042, -1.3662], [0.7486, -2.7488, -2.0162], [1.2836, -2.6970, -0.5470], [0.0210, 0.7623, 0.5085], [-0.5967, -0.2365, -0.2121], [-0.8296, 1.2146, 0.5539], [-0.9542, -0.8752, -1.0389], [-0.3918, -2.9891, 0.1526], [-0.2788, -0.7027, -1.7069], [-0.8174, 2.9863, 2.1581], [-0.3624, 2.1625, 1.8609], [-1.0314, 3.3387, 1.2848], [1.3679, 2.8912, -0.4342], [1.0378, 2.0637, 0.0034], [1.1097, 2.8185, -1.3582]],
  "atomic_forces_ev_per_a": [[0.15, -0.40, 0.63], [-0.01, 0.11, -0.21], [0.41, -0.62, 0.00], [-0.21, 0.34, 0.35], [-0.09, 0.34, -0.31], [-0.36, 0.15, 0.67], [0.36, -0.26, -1.22], [-0.01, 0.00, -0.16], [0.24, -0.12, 0.23], [-0.37, 0.13, -0.24], [-0.22, 0.21, 0.16], [0.08, -0.52, -0.55], [0.07, 0.26, 0.58], [0.04, 0.37, 0.21], [0.29, 0.33, -0.04], [-0.33, -0.14, -0.31], [-0.04, -0.19, 0.20]]
}

Entry 2:
{
  "formula": "H8O4",
  "method": "ωB97M-V with the def2-TZVPD basis set",
  "energy_ha": -305.7462,
  "smiles": "O.O.O.O",
  "multiplicity": 1,
  "lumo_energy_ha": 0.0085,
  "symbols": ["O", "H", "H", "O", "H", "H", "O", "H", "H", "O", "H", "H"],
  "coordinates": [[2.6023, 1.5986, 2.4729], [2.7436, 1.1403, 3.3083], [2.8877, 0.9792, 1.7927], [-0.1892, -1.5599, -1.8609], [-0.9038, -2.1673, -1.6440], [-0.0515, -1.0240, -1.0619], [0.2348, 0.1069, 0.4726], [0.0475, 0.9683, 0.8632], [0.8413, -0.3184, 1.0872], [-2.7486, 0.3735, -2.0803], [-3.4984, -0.0665, -1.6682], [-1.9658, -0.0307, -1.6817]],
  "atomic_forces_ev_per_a": [[-0.17, -0.17, -0.03], [0.04, 0.05, -0.04], [0.12, 0.10, 0.03], [-0.13, 0.15, 0.21], [0.09, -0.03, -0.01], [0.04, -0.10, -0.12], [0.04, -0.04, 0.11], [0.03, -0.03, -0.08], [-0.07, 0.05, 0.03], [0.00, -0.02, 0.18], [0.04, 0.03, -0.01], [-0.04, 0.01, -0.26]]
}

Entry 3:
{
  "formula": "C19H50BNO12",
  "method": "ωB97M-V with the def2-TZVPD basis set",
  "energy_ha": -1736.2616,
  "smiles": "COCCNOB(O)O.COCCOC.COCCOC.COCCOC.COCCOC",
  "multiplicity": 1,
  "lumo_energy_ha": 0.0162,
  "symbols": ["C", "O", "C", "C", "N", "O", "B", "O", "O", "H", "H", "H", "H", "H", "H", "H", "H", "H", "H", "C", "O", "C", "C", "O", "C", "H", "H", "H", "H", "H", "H", "H", "H", "H", "H", "C", "O", "C", "C", "O", "C", "H", "H", "H", "H", "H", "H", "H", "H", "H", "H", "C", "O", "C", "C", "O", "C", "H", "H", "H", "H", "H", "H", "H", "H", "H", "H", "C", "O", "C", "C", "O", "C", "H", "H", "H", "H", "H", "H", "H", "H", "H", "H"],
  "coordinates": [[7.3709, -3.3742, -0.1154], [6.3834, -2.4864, 0.3401], [5.2529, -2.4545, -0.5142], [4.1779, -1.6776, 0.2201], [3.4812, -2.5499, 1.1533], [2.0715, -2.3481, 1.1395], [1.6046, -3.3589, 0.2949], [1.1746, -4.5487, 0.7791], [1.5200, -3.1468, -1.0630], [6.9497, -4.3470, -0.3588], [8.1145, -3.5060, 0.6582], [7.8867, -2.9911, -0.9960], [5.5122, -1.9932, -1.4682], [4.8938, -3.4759, -0.6372], [3.4905, -1.2051, -0.4674], [4.7064, -0.8776, 0.7306], [3.8197, -2.4367, 2.0960], [1.6993, -4.8002, 1.5572], [2.3701, -3.2808, -1.5042], [-1.3778, -2.5144, 1.4427], [-2.4532, -2.0255, 2.2258], [-3.6063, -1.7246, 1.4511], [-4.6297, -2.8384, 1.5105], [-4.1511, -4.0349, 0.9171], [-3.6661, -4.9772, 1.8565], [-0.6615, -2.9893, 2.1111], [-1.7097, -3.2490, 0.7065], [-0.8826, -1.6812, 0.9312], [-3.3273, -1.5101, 0.4162], [-4.0518, -0.8168, 1.8713], [-5.5141, -2.5294, 0.9448], [-4.9374, -3.0185, 2.5456], [-4.4999, -5.4958, 2.3429], [-3.0405, -4.5070, 2.6181], [-3.0678, -5.7074, 1.3138], [-1.9936, 2.2671, -3.5827], [-1.8783, 3.1579, -2.4856], [-2.9509, 3.0611, -1.5626], [-2.5880, 2.2107, -0.3637], [-2.3511, 0.8592, -0.7230], [-0.9714, 0.5523, -0.8556], [-1.0149, 2.2002, -4.0569], [-2.2996, 1.2670, -3.2707], [-2.7134, 2.6565, -4.3111], [-3.8460, 2.6660, -2.0525], [-3.1750, 4.0754, -1.2183], [-3.4289, 2.2172, 0.3375], [-1.7178, 2.6303, 0.1505], [-0.5197, 0.4263, 0.1346], [-0.4314, 1.3279, -1.4021], [-0.8846, -0.3857, -1.4025], [2.8390, 3.6945, -7.4804], [2.9283, 4.5705, -6.3704], [1.8491, 4.4382, -5.4583], [2.2126, 3.5828, -4.2635], [2.4788, 2.2376, -4.6330], [3.8599, 1.9469, -4.7475], [3.8190, 3.6606, -7.9538], [2.5568, 2.6836, -7.1794], [2.1110, 4.0727, -8.2064], [0.9674, 4.0314, -5.9630], [1.6006, 5.4432, -5.1046], [1.3618, 3.5651, -3.5747], [3.0669, 4.0119, -3.7314], [4.3058, 1.8137, -3.7554], [4.3982, 2.7326, -5.2813], [3.9572, 1.0151, -5.3030], [-4.1591, 0.9924, 6.7484], [-3.9751, 1.8845, 5.6634], [-2.7839, 2.6491, 5.7575], [-1.6641, 2.0680, 4.9195], [-1.2533, 0.7948, 5.3821], [-1.8201, -0.2809, 4.6435], [-4.9164, 0.2672, 6.4545], [-3.2389, 0.4604, 6.9972], [-4.5152, 1.5349, 7.6314], [-2.4676, 2.7410, 6.8011], [-3.0155, 3.6525, 5.3863], [-0.7969, 2.7331, 4.9890], [-1.9658, 2.0164, 3.8680], [-1.3022, -0.4044, 3.6919], [-2.8848, -0.1318, 4.4560], [-1.6925, -1.1888, 5.2311]],
  "atomic_forces_ev_per_a": [[0.18, 0.01, -0.13], [-0.06, -0.05, 0.08], [0.03, 0.12, 0.57], [0.60, 0.23, -0.03], [0.33, -0.67, -0.54], [0.01, 0.56, 0.67], [0.09, -0.04, -0.33], [0.53, -0.65, 0.41], [0.24, 0.06, -0.36], [-0.12, -0.24, -0.04], [0.07, 0.05, 0.31], [-0.01, 0.10, -0.25], [0.02, 0.00, -0.21], [-0.04, -0.21, -0.42], [-0.40, -0.13, -0.10], [-0.04, 0.33, 0.20], [-0.38, 0.20, 0.18], [-0.64, 0.22, 0.00], [-0.39, 0.12, -0.03], [0.06, 0.08, 0.07], [-0.11, -0.19, -0.16], [0.01, 0.09, 0.23], [-0.06, -0.04, -0.22], [0.10, 0.03, 0.09], [-0.06, -0.03, -0.05], [-0.04, 0.04, 0.06], [-0.01, 0.00, 0.00], [0.04, -0.08, -0.07], [-0.01, 0.00, -0.02], [-0.01, 0.01, -0.03], [-0.01, 0.02, 0.03], [0.03, 0.00, 0.03], [0.03, 0.00, 0.05], [0.00, 0.02, 0.00], [-0.03, 0.00, -0.04], [0.03, 0.12, -0.07], [0.01, -0.14, 0.01], [0.15, 0.18, 0.01], [-0.23, -0.18, 0.06], [0.14, 0.08, -0.12], [-0.03, -0.07, 0.09], [0.00, 0.03, 0.00], [-0.01, 0.00, 0.04], [-0.02, -0.07, -0.01], [0.00, -0.05, 0.00], [-0.03, -0.01, 0.01], [0.01, 0.03, 0.01], [0.03, 0.02, -0.03], [0.09, 0.04, -0.03], [-0.02, 0.02, -0.01], [-0.05, -0.02, 0.04], [0.00, 0.10, -0.02], [0.00, -0.17, 0.03], [0.14, 0.21, 0.00], [-0.22, -0.18, 0.05], [0.08, 0.07, -0.09], [-0.04, -0.05, 0.06], [0.00, 0.05, 0.00], [-0.01, -0.01, 0.01], [-0.02, -0.06, -0.01], [-0.01, -0.05, 0.01], [-0.04, -0.02, 0.01], [0.01, 0.04, 0.01], [0.03, 0.03, -0.04], [0.05, 0.03, -0.02], [0.00, 0.02, 0.00], [-0.04, -0.02, 0.03], [-0.06, 0.06, -0.01], [0.09, -0.09, 0.03], [-0.18, 0.07, -0.15], [0.22, -0.04, 0.13], [-0.21, -0.02, 0.04], [0.18, 0.05, 0.05], [-0.03, 0.03, -0.02], [0.02, 0.00, 0.00], [0.04, -0.04, 0.04], [0.03, -0.03, 0.02], [0.03, 0.01, 0.02], [-0.03, 0.03, -0.03], [-0.04, 0.00, -0.01], [-0.05, 0.00, -0.06], [-0.01, 0.02, -0.01], [0.05, 0.01, 0.00]]
}

Entry 4:
{
  "formula": "C23H33N5O",
  "method": "ωB97M-V with the def2-TZVPD basis set",
  "energy_ha": -1245.2515,
  "smiles": "Cc1cc(C)n(CC(=O)N2CCC[C@@H](N3CCN(c4ccccc4C)CC3)C2)n1",
  "multiplicity": 1,
  "lumo_energy_ha": 0.0284,
  "symbols": ["C", "C", "C", "C", "C", "N", "C", "C", "O", "N", "C", "C", "C", "C", "N", "C", "C", "N", "C", "C", "C", "C", "C", "C", "C", "C", "C", "C", "N", "H", "H", "H", "H", "H", "H", "H", "H", "H", "H", "H", "H", "H", "H", "H", "H", "H", "H", "H", "H", "H", "H", "H", "H", "H", "H", "H", "H", "H", "H", "H", "H", "H"],
  "coordinates": [[0.6702, -6.6255, 3.0619], [0.1521, -5.2433, 3.2436], [0.0788, -4.4923, 4.4292], [-0.4717, -3.2819, 4.0658], [-0.8040, -2.0789, 4.8690], [-0.7044, -3.3595, 2.7342], [-1.2225, -2.3289, 1.8768], [-0.1152, -1.3170, 1.5483], [-0.0506, -0.2611, 2.1586], [0.7753, -1.6717, 0.6077], [0.6850, -2.8908, -0.1802], [1.8391, -2.9763, -1.1708], [1.8945, -1.7094, -2.0180], [2.0800, -0.4518, -1.1436], [1.2437, 0.6293, -1.6352], [-0.1708, 0.5369, -1.3208], [-0.9341, 1.5400, -2.1863], [-0.4710, 2.8670, -1.8491], [-1.2759, 3.9629, -2.2111], [-2.1857, 3.8975, -3.2647], [-2.9873, 4.9778, -3.5833], [-2.8910, 6.1482, -2.8536], [-2.0068, 6.2142, -1.7912], [-1.2035, 5.1379, -1.4470], [-0.3126, 5.2318, -0.2441], [0.9453, 2.9799, -2.1342], [1.7140, 1.9587, -1.2981], [1.9010, -0.7980, 0.3501], [-0.3220, -4.5390, 2.2291], [1.7224, -6.6760, 3.3400], [0.5608, -6.9226, 2.0226], [0.1198, -7.3219, 3.6929], [0.3851, -4.7969, 5.4091], [-0.4150, -1.1797, 4.3941], [-1.8853, -1.9702, 4.9677], [-0.3755, -2.1720, 5.8629], [-1.6257, -2.8031, 0.9817], [-2.0156, -1.7871, 2.3990], [0.6732, -3.7665, 0.4787], [-0.2546, -2.8830, -0.7480], [1.6815, -3.8462, -1.8099], [2.7830, -3.1206, -0.6441], [2.7071, -1.7788, -2.7410], [0.9677, -1.6140, -2.5845], [3.1120, -0.0993, -1.2518], [-0.5307, -0.4696, -1.5371], [-0.3734, 0.7677, -0.2631], [-2.0027, 1.4709, -1.9733], [-0.7558, 1.2915, -3.2465], [-2.2621, 2.9943, -3.8511], [-3.6817, 4.9051, -4.4079], [-3.5084, 6.9991, -3.1002], [-1.9488, 7.1182, -1.2007], [0.6518, 5.6730, -0.4994], [-0.7736, 5.8631, 0.5128], [-0.1414, 4.2426, 0.1725], [1.2901, 3.9872, -1.9063], [1.1431, 2.7772, -3.2011], [2.7791, 2.0307, -1.5309], [1.5687, 2.1913, -0.2294], [2.8157, -1.2744, 0.7199], [1.7393, 0.1131, 0.9294]],
  "atomic_forces_ev_per_a": [[-0.02, 0.06, -0.03], [-0.13, 0.33, -0.02], [-0.09, 0.25, -0.11], [0.10, -0.18, 0.17], [-0.02, 0.09, -0.02], [0.03, -0.15, 0.54], [0.00, 0.37, -0.18], [-0.29, -0.11, 0.07], [-0.16, 0.22, 0.26], [0.20, 0.14, -0.17], [0.01, -0.66, -0.13], [-0.20, 0.20, -0.11], [0.18, -0.09, 0.17], [0.00, -0.23, 0.12], [0.08, 0.11, -0.07], [-0.22, 0.06, -0.27], [-0.06, -0.26, 0.23], [-0.03, -0.15, 0.05], [-0.23, 0.24, -0.04], [0.13, -0.13, 0.00], [-0.08, 0.07, -0.05], [-0.06, 0.05, -0.05], [-0.01, -0.01, -0.08], [0.06, -0.02, 0.02], [-0.02, 0.02, -0.04], [0.33, -0.01, 0.16], [0.02, 0.20, -0.19], [0.31, 0.48, -0.05], [-0.02, -0.73, -0.41], [0.05, -0.07, -0.01], [0.02, -0.08, -0.05], [0.01, -0.09, -0.01], [0.05, 0.00, 0.25], [-0.02, 0.08, 0.05], [-0.04, 0.06, 0.05], [-0.01, 0.00, 0.05], [-0.01, -0.01, 0.13], [0.14, -0.04, -0.14], [-0.06, 0.21, -0.27], [0.04, -0.07, -0.01], [0.03, -0.05, 0.08], [0.04, -0.09, 0.02], [-0.05, 0.06, -0.09], [-0.03, 0.00, -0.04], [-0.09, -0.04, 0.04], [-0.02, -0.05, 0.00], [-0.01, -0.05, -0.02], [0.03, 0.00, -0.04], [-0.07, 0.00, 0.04], [0.01, -0.10, -0.04], [-0.05, -0.01, -0.06], [-0.06, 0.07, -0.01], [0.00, 0.07, 0.08], [0.10, -0.01, 0.05], [0.01, 0.04, 0.06], [0.06, -0.05, 0.09], [0.00, 0.00, 0.00], [0.01, 0.07, 0.06], [-0.01, -0.01, 0.02], [0.04, 0.04, -0.02], [-0.02, 0.08, 0.01], [0.10, -0.14, -0.04]]
}

Entry 5:
{
  "formula": "C2H4O3",
  "method": "ωB97M-V with the def2-TZVPD basis set",
  "energy_ha": -304.1550,
  "multiplicity": 1,
  "lumo_energy_ha": [-0.0583, -0.0240],
  "symbols": ["C", "C", "O", "O", "O", "H", "H", "H", "H"],
  "coordinates": [[0.0763, 0.2934, 0.5207], [0.9591, -0.4131, -0.2566], [-1.0765, -0.1731, 0.8443], [-1.5372, -0.8128, -0.7328], [0.2780, 1.5786, 0.9133], [-2.4999, -0.9266, -0.8274], [1.1494, 1.8799, 0.6301], [1.8627, 0.0307, -0.6488], [0.7881, -1.4570, -0.4429]],
  "atomic_forces_ev_per_a": [[0.43, 0.10, -0.31], [0.32, 0.07, 0.67], [-0.29, -0.45, -0.59], [0.02, 0.02, -0.31], [-0.12, 0.04, -0.07], [-0.11, 0.21, 0.69], [-0.03, -0.09, 0.00], [-0.04, 0.13, 0.01], [-0.17, -0.03, -0.08]]
}

Entry 6:
{
  "formula": "C7H11NO",
  "method": "ωB97M-V with the def2-TZVPD basis set",
  "energy_ha": -403.3206,
  "smiles": "Oc1ccccc1.CN",
  "multiplicity": 1,
  "lumo_energy_ha": 0.0285,
  "symbols": ["O", "C", "C", "C", "C", "C", "C", "H", "H", "H", "H", "H", "H", "C", "N", "H", "H", "H", "H", "H"],
  "coordinates": [[1.4774, 3.4935, 2.1605], [2.6902, 3.2816, 1.5548], [3.3732, 4.4052, 1.0882], [4.6090, 4.2513, 0.4647], [5.1698, 2.9833, 0.3027], [4.4821, 1.8651, 0.7712], [3.2437, 2.0104, 1.3969], [1.1112, 2.6189, 2.4382], [2.9195, 5.3960, 1.2227], [5.1416, 5.1393, 0.0996], [6.1444, 2.8671, -0.1895], [4.9108, 0.8614, 0.6509], [2.7033, 1.1285, 1.7654], [-0.1819, 0.9192, 1.2974], [0.2801, 1.2446, 2.6513], [-0.6698, 1.8132, 0.8739], [-0.8909, 0.0755, 1.2494], [0.6991, 0.6738, 0.6807], [-0.5193, 1.4713, 3.2531], [0.7338, 0.4284, 3.0762]],
  "atomic_forces_ev_per_a": [[1.15, 0.31, -0.55], [-0.72, 0.43, 0.34], [0.22, 0.22, -0.14], [-0.04, 0.17, 0.00], [0.27, -0.10, -0.13], [0.03, -0.05, -0.02], [0.05, -0.34, 0.00], [-0.12, -0.11, 0.13], [0.21, -0.51, -0.05], [-0.24, -0.43, 0.17], [-0.49, 0.06, 0.25], [-0.19, 0.48, 0.05], [0.33, 0.44, -0.16], [-0.09, 0.01, -0.43], [-0.61, -0.91, 0.70], [0.26, -0.40, 0.09], [0.23, 0.26, 0.05], [-0.43, 0.15, 0.15], [0.38, -0.12, -0.28], [-0.21, 0.44, -0.17]]
}

What did we get for ΔE to the lowest compared entry with this formula, charge and spin? Answer: 0.998 0.898 0.348 2.013 5.079 0.363 eV, in the order shown.